# 1
A cluster of 15 separate species, C36H109N23O15 in total at a distorted geometry. Source: the OMol25 dataset; level of theory: ωB97M-V/def2-TZVPD.

Positions of all 183 atoms, in Å:
C 4.33914 0.60247 2.12387
C 3.38840 1.77014 2.06634
C 4.16872 3.06704 2.17386
O 4.92538 3.20615 3.38862
C 4.16471 3.66398 4.47443
N 2.60368 1.72792 0.80180
H 3.74304 -0.33503 2.10388
H 4.85423 0.62914 3.10286
H 5.00872 0.69914 1.29205
H 2.67008 1.64011 2.87027
H 3.49352 3.91732 2.16602
H 4.84627 3.16640 1.32355
H 4.84521 3.78506 5.35112
H 3.33469 3.02967 4.73246
H 3.76725 4.70057 4.29794
H 2.09702 0.85916 0.85977
H 1.95083 2.50132 0.69206
C 1.79343 -4.84319 -1.57348
C 2.54019 -6.17463 -1.63957
C 2.06184 -7.05901 -2.76756
O 0.87124 -7.75479 -2.56044
C 0.87131 -9.05077 -1.89925
N 3.93266 -5.89161 -1.98724
H 0.71552 -5.10013 -1.49466
H 2.09831 -4.21200 -2.46806
H 2.05068 -4.31706 -0.66555
H 2.51947 -6.63269 -0.64527
H 2.87390 -7.74127 -3.03258
H 1.87435 -6.39590 -3.55966
H 1.62258 -9.72891 -2.40320
H -0.13299 -9.46504 -2.11262
H 1.01688 -9.01226 -0.80020
H 4.25296 -5.04471 -1.52268
H 4.60941 -6.60647 -1.61749
C 1.12787 5.92863 -1.43227
C 1.95885 5.13497 -2.44485
C 1.00977 4.58494 -3.49178
O -0.02059 3.79847 -2.89102
C 0.46965 2.44384 -2.60478
N 2.96109 6.05502 -3.06391
H 0.17725 5.48963 -1.20115
H 1.00494 6.96837 -1.76226
H 1.65839 5.98818 -0.48305
H 2.40299 4.26096 -1.95689
H 1.56946 3.87162 -4.22045
H 0.53235 5.39142 -4.13676
H 0.82302 2.01388 -3.56962
H -0.33449 1.93091 -2.17328
H 1.31834 2.51374 -1.91576
H 3.73069 6.30844 -2.46970
H 3.35767 5.58339 -3.87471
C -0.72054 -4.46242 4.09636
C 0.59357 -5.22760 3.71979
C 0.22785 -6.74876 3.56149
O 1.31300 -7.47401 2.92571
C 0.87037 -8.65794 2.38841
N 1.07077 -4.63353 2.44450
H -0.35480 -3.41061 4.23129
H -1.24330 -4.73083 5.06556
H -1.51186 -4.50571 3.31174
H 1.42018 -5.00958 4.38617
H -0.72916 -6.77355 3.00320
H -0.00515 -7.15678 4.56517
H 0.23000 -9.24095 2.99544
H 1.76819 -9.19154 2.07756
H 0.27165 -8.56490 1.50215
H 0.57328 -5.12009 1.69612
H 2.01653 -5.01130 2.35206
C -0.95342 -2.09401 -0.37965
C -0.67666 -1.10916 0.79306
C -1.51916 0.17881 0.77892
O -0.91559 1.23356 -0.01018
C -1.82962 2.28401 0.01562
N -0.68827 -1.77253 2.13669
H -0.40161 -1.62117 -1.19163
H -2.03735 -2.13358 -0.73227
H -0.53660 -3.11571 -0.25684
H 0.35564 -0.74059 0.67107
H -1.75743 0.59404 1.77834
H -2.42366 -0.05472 0.18650
H -1.99361 2.53081 1.06380
H -2.79517 1.99446 -0.37386
H -1.41863 3.16289 -0.52637
H -1.67398 -1.94722 2.28106
H -0.20014 -2.71767 2.10898
C 0.90643 8.84493 1.77982
C 1.71959 8.08327 2.85532
C 1.71637 6.56334 2.57465
O 0.42759 6.05019 2.34366
C 0.31057 4.69149 2.14316
N 3.11259 8.45785 2.81057
H 1.02845 9.94058 2.00260
H -0.14395 8.48669 1.80822
H 1.31394 8.62115 0.80733
H 1.25471 8.32497 3.80512
H 2.17512 6.01154 3.39168
H 2.34566 6.38277 1.69246
H -0.70122 4.35275 2.36123
H 0.87904 4.17938 2.92672
H 0.64114 4.31381 1.14902
H 3.27364 9.45602 2.91089
H 3.48015 8.12581 1.90999
C -2.06878 -0.99259 -4.48529
C -2.50093 0.46020 -4.38791
C -1.83662 1.21792 -5.63496
O -2.32049 2.56541 -5.61536
C -1.37707 3.33535 -6.34056
N -3.89299 0.61091 -4.48320
H -1.01857 -1.13259 -4.17606
H -2.19597 -1.50515 -5.42583
H -2.69217 -1.54883 -3.69536
H -2.01391 0.78802 -3.44416
H -2.14308 0.72547 -6.59163
H -0.74238 1.36630 -5.56429
H -1.86369 4.27685 -6.48192
H -1.17596 3.04379 -7.40535
H -0.38874 3.43491 -5.86845
H -4.33428 0.32472 -3.62060
H -4.09486 1.57128 -4.58060
C -4.37407 4.56356 -3.21701
O -5.22268 4.44712 -2.36250
N -4.60389 4.80728 -4.55766
N -2.95534 4.66107 -2.80631
H -3.77330 4.95714 -5.09540
H -5.51361 5.14726 -4.79773
H -2.85577 4.29008 -1.86620
H -2.20274 4.18981 -3.41747
C -3.84267 -1.47694 3.58317
O -4.94115 -1.79605 3.04848
N -3.26127 -0.18658 3.38945
N -3.22624 -2.43637 4.38882
H -2.33980 0.10201 3.75833
H -3.81881 0.44992 2.80733
H -3.66150 -3.35394 4.32562
H -2.24719 -2.41552 4.48318
C -5.04979 2.46743 0.48477
O -4.69549 1.63375 1.36242
N -5.62982 2.09281 -0.63992
N -4.82934 3.74049 0.74020
H -5.63515 2.81199 -1.31150
H -5.50432 1.17971 -1.05499
H -4.56076 3.94090 1.67159
H -4.75968 4.37014 -0.06218
C -1.46740 -6.16687 -0.32680
O -0.45589 -6.51675 0.34081
N -2.45748 -5.36897 0.14383
N -1.52761 -6.35377 -1.68930
H -3.32539 -5.33771 -0.31399
H -2.31524 -5.08748 1.02784
H -0.76895 -6.78902 -2.22092
H -2.31245 -6.08816 -2.30987
C -5.74638 -1.37760 -0.95946
O -5.90595 -0.59720 -1.99962
N -5.49271 -2.73718 -1.21670
N -5.68466 -1.02904 0.31560
H -5.89890 -3.00850 -2.07762
H -5.82016 -3.29984 -0.48032
H -5.63820 -0.05393 0.59626
H -5.60402 -1.71704 1.10342
C 0.20656 1.14800 4.30213
O -0.79429 1.50105 3.67904
N 0.79517 1.91942 5.26293
N 0.89576 -0.05483 4.11037
H 0.39247 2.84658 5.29881
H 1.78192 1.84840 5.41177
H 1.57894 -0.39193 4.78682
H 0.45911 -0.64142 3.42813
C 3.19367 -0.57823 -2.04171
O 2.16678 -0.96446 -1.48137
N 4.10141 0.32297 -1.54561
N 3.51884 -1.13454 -3.20406
H 4.69427 0.85387 -2.25419
H 3.75947 0.94105 -0.82906
H 4.51412 -1.15473 -3.23507
H 3.11246 -2.05442 -3.45643
C 3.98237 -3.06688 1.21093
O 4.27537 -4.02351 1.90733
N 4.80493 -2.36831 0.36282
N 2.72447 -2.57191 1.17780
H 4.62293 -1.38495 0.38673
H 5.78702 -2.59659 0.37506
H 1.96858 -3.01618 1.67748
H 2.45890 -2.08358 0.36565

Values from the calculation:
M = 1104.414 g mol⁻¹
Energy relative to the best compared isomer or geometry (same formula, charge and spin) = 242.85 kJ/mol
Max |F| = 4.30 eV/A
E_LUMO = 0.250 eV

Here are the Mulliken charges for atoms 1 to 8, given in e: -1.645, 2.160, -0.393, -0.447, -0.109, 0.871, 0.021, 0.429


# 2
A cluster of 17 separate species, C36H110N4O27 in total at a distorted geometry. Source: the OMol25 dataset; level of theory: ωB97M-V/def2-TZVPD.

Positions of all 177 atoms, in Å:
C 5.99503 -1.66421 -4.68033
C 7.06842 -1.54209 -3.64415
C 7.11261 -0.16459 -3.03887
O 8.04209 -0.12788 -1.92061
C 8.04899 1.09439 -1.22171
N 6.98360 -2.50259 -2.58096
H 6.24150 -2.41931 -5.42677
H 5.93624 -0.72277 -5.22652
H 5.02138 -1.92968 -4.26846
H 8.06232 -1.73151 -4.04958
H 6.12639 0.13643 -2.68552
H 7.55641 0.45820 -3.81558
H 7.08295 1.17374 -0.72314
H 8.31868 2.00018 -1.76477
H 8.74958 1.05097 -0.38780
H 6.05150 -2.67056 -2.23013
H 7.51186 -2.07947 -1.83128
C -0.62984 -1.05857 1.65359
C -1.46444 -0.58529 0.42438
C -0.72106 -0.47032 -0.86021
O 0.15315 0.62220 -0.60348
C 1.14309 1.00490 -1.59302
N -2.56304 -1.48805 0.20202
H -0.15777 -2.02777 1.49261
H -1.24369 -1.18795 2.54496
H 0.12035 -0.30133 1.88142
H -1.86511 0.39585 0.67920
H -1.34922 -0.22964 -1.71787
H -0.16848 -1.38696 -1.06645
H 0.78807 1.78788 -2.26310
H 1.37860 0.12541 -2.19229
H 2.02701 1.46852 -1.15504
H -2.95626 -1.62005 1.12292
H -3.36653 -1.16366 -0.31689
C -1.65456 -3.31895 7.45385
C -3.09293 -3.20795 7.85376
C -3.94281 -2.23913 6.96661
O -3.46359 -0.86270 7.13509
C -4.23013 0.20312 6.69458
N -3.58640 -4.55933 7.77351
H -1.31208 -2.31509 7.20271
H -1.50610 -3.76803 6.47182
H -1.03738 -3.87064 8.16295
H -3.16297 -2.81539 8.86820
H -5.00512 -2.31548 7.19845
H -3.86579 -2.55358 5.92579
H -5.24868 0.09089 7.06614
H -4.42719 0.13712 5.62457
H -3.84751 1.19622 6.93005
H -2.98389 -5.21480 8.25042
H -4.47670 -4.50675 8.24754
C 3.34260 -4.73292 4.56032
C 3.84249 -4.37577 3.10820
C 5.38907 -4.44376 2.95911
O 6.11533 -3.36327 3.49922
C 6.18607 -2.16617 2.60876
N 3.18841 -5.21872 2.18470
H 3.73697 -5.72737 4.76924
H 2.25413 -4.68038 4.58399
H 3.77408 -4.03581 5.27862
H 3.57261 -3.37817 2.76170
H 5.63430 -4.45927 1.89716
H 5.79685 -5.34280 3.42122
H 5.22016 -1.79353 2.26777
H 6.78357 -2.44133 1.73964
H 6.65042 -1.33876 3.14530
H 2.21574 -5.27243 2.45140
H 3.58926 -6.13844 2.06838
O -2.89563 -5.24174 -0.09330
H -2.05787 -5.54061 0.26034
H -2.86851 -4.28928 -0.00216
O -6.41693 -0.40195 -1.02542
H -6.41770 0.54861 -1.13791
H -7.20677 -0.58400 -0.51626
O -6.33188 -4.60365 -0.02608
H -5.55803 -5.13789 0.15273
H -6.37831 -4.56059 -0.98118
C -0.09985 4.74674 1.51630
C -0.37118 5.42932 0.14064
O -1.77475 5.63902 -0.11151
O -0.21810 5.66287 2.59624
H 0.86234 4.23720 1.56792
H -0.93987 4.07549 1.69486
H -0.10295 4.64453 -0.56664
H 0.30329 6.27490 0.00581
H -2.09158 6.39680 0.38548
H -0.30971 5.14565 3.39978
C 5.18722 4.83422 2.04786
C 4.74986 4.01927 3.22365
O 4.56909 2.70346 2.83942
O 4.32197 4.86801 0.95244
H 6.11978 4.40974 1.67602
H 5.47188 5.82069 2.41385
H 3.80002 4.40262 3.59643
H 5.51414 4.03938 4.00054
H 3.96995 2.74932 2.09073
H 4.85047 5.00439 0.16270
C 5.80035 5.09277 -5.11034
C 5.32315 5.67611 -3.80459
O 6.22344 5.28992 -2.75924
O 7.05200 5.72762 -5.38763
H 5.14104 5.38282 -5.92844
H 5.81102 4.00328 -5.07866
H 4.31556 5.30757 -3.61213
H 5.37850 6.76445 -3.82840
H 7.12275 5.39328 -3.07885
H 7.17948 5.43619 -6.29340
C -8.46395 -2.49127 3.18831
C -9.52897 -3.45559 2.57316
O -9.37048 -3.57675 1.16611
O -7.14737 -3.14137 3.29393
H -8.70898 -2.17357 4.20178
H -8.49634 -1.54862 2.64198
H -10.50742 -2.99397 2.70594
H -9.58567 -4.42461 3.06901
H -8.43523 -3.70191 0.98933
H -7.03533 -3.55420 2.43449
C -6.53618 3.92082 0.67373
C -5.51572 3.15311 1.50718
O -5.07841 3.99942 2.53028
O -7.03335 3.23446 -0.40537
H -6.08931 4.88228 0.42075
H -7.24878 4.19162 1.45281
H -4.65342 2.96932 0.86628
H -5.86735 2.16588 1.80692
H -4.37393 4.50828 2.12239
H -7.23806 3.85229 -1.11104
C 2.40520 3.21256 -9.07860
C 1.34966 2.79926 -8.02266
O 2.09582 2.09878 -6.98436
O 1.84245 3.65120 -10.29707
H 2.93578 2.29480 -9.33219
H 3.14816 3.94272 -8.75769
H 0.45115 2.26403 -8.32975
H 1.01191 3.72211 -7.55109
H 2.01064 1.18673 -7.27161
H 1.41176 4.49771 -10.15732
C 2.36324 -4.76144 -2.53793
C 2.88499 -5.90643 -3.36879
O 4.17509 -5.75870 -3.93954
O 3.41195 -4.39343 -1.61516
H 1.39357 -4.97399 -2.08775
H 2.16433 -3.90240 -3.17871
H 2.19743 -6.26113 -4.13661
H 2.97622 -6.77927 -2.72232
H 4.60507 -5.32035 -3.20159
H 3.15148 -4.72402 -0.75234
C -5.35873 -1.96570 -5.09009
C -6.54895 -2.86882 -4.60740
O -6.11023 -4.01580 -3.96668
O -4.50948 -2.62177 -5.92088
H -4.82886 -1.47472 -4.27382
H -5.97531 -1.18190 -5.53008
H -7.12470 -3.14434 -5.49097
H -7.27270 -2.35303 -3.97634
H -5.77242 -4.64877 -4.60451
H -4.06110 -3.25312 -5.35347
C 0.18364 1.09274 6.50248
C 0.58465 2.53162 6.02033
O -0.58413 3.38533 6.04834
O -0.41876 1.21543 7.81275
H 1.05068 0.43838 6.41212
H -0.57874 0.64620 5.86414
H 0.99400 2.50693 5.01041
H 1.33922 2.93817 6.69371
H -0.99900 3.51251 6.90467
H -1.22062 0.68831 7.78487
C -3.34675 2.84983 -5.64973
C -2.68660 3.31855 -4.33143
O -3.43649 4.32404 -3.70976
O -3.30334 3.81182 -6.68320
H -4.32203 2.52281 -5.28921
H -2.82902 1.95983 -6.00742
H -1.70132 3.74931 -4.50960
H -2.62505 2.49859 -3.61590
H -2.94374 4.61194 -2.93780
H -3.17664 3.43941 -7.55890

Values from the calculation:
M = 1031.277 g mol⁻¹
Max |F| = 3.93 eV/A
E_LUMO = -0.057 eV

Here are the Mulliken charges for atoms 1 to 8, given in e: -1.286, 0.520, -0.722, -0.396, -0.783, -0.668, 0.323, 0.374


| no. | Kohn-Sham gap (eV) |
| --- | --- |
| 1 | 9.2 |
| 2 | 8.8 |